{"formula": "C4H8BrNO", "method": "ωB97M-V/def2-TZVPD", "lumo_energy_ev": 0.77, "orbital_gap_ev": 10.5419, "e_tot_ha": -2861.2027, "smiles": "C=C(C)C(N)=O.Br", "total_charge": 0, "homo_energy_ev": -9.7689, "elements": ["C", "C", "C", "C", "N", "O", "Br", "H", "H", "H", "H", "H", "H", "H", "H"], "positions_angstrom": [[0.54107, -0.00409, 0.06284], [-1.87749, 1.10358, 0.12191], [-1.47491, -1.23150, -0.63489], [-1.00130, -0.13067, -0.09434], [1.20526, -1.05969, 0.47463], [1.01143, 1.05335, -0.36325], [4.46691, 0.88799, 0.14875], [-2.56849, 1.03813, -0.61991], [-2.24073, 1.15039, 1.11627], [-1.24083, 1.99133, 0.14790], [-0.80018, -2.03089, -0.79013], [3.32113, 1.43837, -0.46076], [-2.49916, -1.35354, -0.79164], [0.90482, -1.78140, 1.10753], [2.25249, -1.07135, 0.57511]]}

***

{"formula": "C6H5BrClIN2O2", "method": "ωB97M-V/def2-TZVPD", "lumo_energy_ev": -0.69, "orbital_gap_ev": 8.1760, "e_tot_ha": -3823.2921, "smiles": "[O-]/[N+](O)=C(Br)/C=C\\C(Cl)=C/C=N\\I", "total_charge": 0, "homo_energy_ev": -8.8640, "elements": ["C", "C", "C", "C", "C", "C", "N", "N", "O", "O", "Cl", "Br", "I", "H", "H", "H", "H", "H"], "positions_angstrom": [[0.19776, 1.20289, -1.18881], [0.05297, 1.43950, 0.10232], [0.68047, -1.19549, -0.93454], [0.82371, -0.03373, -1.57629], [-0.18071, -1.46912, 0.19150], [0.79221, 0.60277, 1.16487], [-1.41209, -1.26223, 0.35005], [0.37380, 0.35792, 2.32915], [-0.96150, 0.57617, 2.64336], [1.07689, -0.06220, 3.22564], [1.83716, 0.05574, -3.00032], [2.62308, 0.23724, 0.94331], [-2.70274, -0.40820, -0.96752], [-0.14420, 1.81866, -1.93493], [-0.68583, 2.31239, 0.40175], [1.45751, -1.96388, -1.11355], [0.23776, -2.13463, 0.90332], [-0.92720, 0.80988, 3.55504]]}

***

{"formula": "C3H9N4", "method": "ωB97M-V/def2-TZVPD", "lumo_energy_ev": -4.28, "orbital_gap_ev": 9.4595, "e_tot_ha": -338.4279, "smiles": "[NH2+]=NN1CCNC1", "total_charge": 1, "homo_energy_ev": -13.7354, "elements": ["C", "C", "C", "N", "N", "N", "N", "H", "H", "H", "H", "H", "H", "H", "H", "H"], "positions_angstrom": [[1.49028, 1.07059, 0.31987], [1.14716, -0.35351, 0.75028], [-0.46042, 0.51896, -0.79025], [-0.92653, -1.44190, 0.58359], [0.82984, 1.12087, -0.97329], [-0.18533, -0.52235, 0.19604], [-2.10579, -1.63607, 0.13550], [1.09784, 1.80142, 1.04291], [2.56004, 1.22688, 0.19924], [1.81994, -1.07218, 0.27451], [1.14280, -0.52282, 1.82553], [-1.23944, 1.18896, -0.37206], [-0.81989, 0.09110, -1.73471], [0.80987, 2.03633, -1.40175], [-2.56026, -1.08038, -0.58704], [-2.60012, -2.42587, 0.53163]]}